(1)
82
Properties=species:S:1:pos:R:3 method="wB97M-V/def2-TZVPD" lumo_ev=0.0 de_lowest_kj_mol=107.4 orbital_gap_ev=6.66
Rb -0.47424 0.90508 -1.31893
N -0.88232 4.13519 -1.24390
C -0.33078 4.79127 -0.16731
C -0.04445 6.14102 -0.18346
C 0.55713 6.77130 0.91770
C 0.86810 6.07496 2.05384
C 0.59033 4.69262 2.11716
C 0.85753 3.89682 3.25456
C 0.55422 2.56446 3.24098
C 0.00236 2.01116 2.06930
N -0.25095 2.71250 0.99431
C 0.00864 4.04033 1.00178
H -1.36171 4.70921 -1.91677
H -1.37492 3.27594 -1.04614
H -0.28765 6.72357 -1.06431
H 0.76760 7.83195 0.86771
H 1.32451 6.56061 2.90751
H 1.29864 4.36587 4.12658
H 0.72544 1.93301 4.10303
H -0.24060 0.95224 2.02180
Br 2.77260 1.61285 -2.24237
C 2.34748 2.02726 -4.08364
Br 0.43809 2.04067 -4.37554
H 2.79052 1.26467 -4.70968
H 2.74131 3.00948 -4.30510
C -4.44509 0.37110 1.24838
C -3.65601 0.51983 -0.04596
O -2.43306 0.36249 0.01278
C -4.38045 0.80650 -1.26722
C -5.77122 0.58201 -1.33498
C -6.48320 0.73894 -2.49462
C -5.80313 1.14398 -3.65800
C -4.46380 1.40814 -3.63322
C -3.67942 1.28925 -2.43661
O -2.45657 1.62728 -2.42988
H -3.74812 0.42965 2.08225
H -4.93987 -0.60214 1.26951
H -5.20084 1.14884 1.34612
H -6.29504 0.23995 -0.45090
H -7.54668 0.54198 -2.51853
H -6.35714 1.24881 -4.58439
H -3.93780 1.72502 -4.52630
I 0.86127 -1.95712 -3.22476
C 0.69233 -3.88297 -2.36495
C 0.13361 -4.80903 -3.20165
C 0.19188 -6.18096 -2.90179
C 0.86922 -6.59149 -1.79490
C 1.41892 -5.65396 -0.89000
C 2.11387 -6.12356 0.24454
C 2.63008 -5.25118 1.15578
C 2.39823 -3.87906 0.99860
C 1.71666 -3.36216 -0.08007
P 1.25129 -1.56334 0.05244
C 0.48234 -1.63275 1.72642
C -0.89562 -1.85157 1.70445
C -1.62694 -1.91154 2.87995
C -0.99197 -1.72861 4.09958
C 0.37672 -1.50241 4.13328
C 1.11162 -1.45892 2.95740
C 2.92275 -0.85604 0.31371
C 4.01193 -1.37206 -0.39089
C 5.26092 -0.78107 -0.28970
C 5.43992 0.34325 0.50402
C 4.35411 0.89414 1.16732
C 3.10124 0.30640 1.06510
C 1.27620 -4.24517 -1.11371
H -0.32670 -4.49423 -4.12811
H -0.25300 -6.89573 -3.58093
H 1.00623 -7.64560 -1.58624
H 2.22643 -7.19366 0.37021
H 3.17693 -5.61420 2.01646
H 2.74597 -3.21134 1.77516
H -1.40442 -1.95433 0.75258
H -2.69544 -2.07995 2.83835
H -1.56210 -1.75499 5.01947
H 0.87377 -1.35841 5.08515
H 2.17896 -1.28602 3.01546
H 3.87760 -2.24112 -1.02301
H 6.10153 -1.19467 -0.83248
H 6.41798 0.79659 0.60093
H 4.47982 1.78776 1.76632
H 2.25643 0.76540 1.56294

=====

(2)
16
Properties=species:S:1:pos:R:3 method="wB97M-V/def2-TZVPD" lumo_ev="0.3 / 0.3" de_lowest_kj_mol=661.6 orbital_gap_ev="7.84 / 7.84"
C 1.65124 -0.58719 1.15682
C 0.32540 1.13004 0.15960
C 1.27831 1.58719 -0.74133
O 0.63433 0.39147 1.27786
H -0.44241 1.83761 0.45078
H 1.43936 -1.30029 0.35316
H 1.65969 -1.12959 2.10000
H 2.63080 -0.12862 0.98921
H 1.06873 2.45920 -1.33576
H 2.14308 0.99969 -1.00420
C -2.92000 -1.12165 -0.31677
O -0.71338 0.00182 -0.93619
N -1.73874 -1.39994 -0.59834
H -0.08284 -0.69595 -1.16969
H -3.62288 -1.94069 -0.14800
H -3.31067 -0.10309 -0.23713

=====

(3)
8
Properties=species:S:1:pos:R:3 method="wB97M-V/def2-TZVPD" lumo_ev=0.5 de_lowest_kj_mol=286.0 orbital_gap_ev=8.93
C -0.26030 -0.50383 -0.69851
C -1.04363 0.05930 0.53357
C 0.87570 0.27373 -0.07396
O -0.02477 0.89176 0.86465
F -0.25192 -1.69212 -1.28576
F -2.27345 0.24294 0.92875
H 1.64533 -0.30437 0.44119
H 1.33304 1.03260 -0.70993

=====

no.,E (a.u.)
1,-7615.274104
2,-362.833526
3,-390.351738